Molecular formula: C28H33GeN3O2PtSeTe4
Method: DFT, the ωB97M-V functional and the def2-TZVPD basis

Geometry (Å):
Pt -0.85 -0.63 0.45
C 1.73 -3.39 3.16
O 2.05 -3.57 1.73
C 1.32 -2.65 1.11
N 0.67 -1.80 1.80
C 0.98 -2.04 3.22
C -0.24 -2.02 4.09
C -1.43 -2.60 3.65
C -2.54 -2.61 4.48
C -2.47 -2.05 5.75
C -1.29 -1.47 6.19
C -0.18 -1.46 5.36
C 1.33 -2.62 -0.37
C 2.04 -3.49 -1.18
C 1.95 -3.32 -2.56
C 1.17 -2.30 -3.08
C 0.50 -1.47 -2.19
N 0.58 -1.64 -0.88
C -0.34 -0.32 -2.59
N -0.88 0.47 -1.76
C -1.47 1.57 -2.55
C -1.43 1.02 -3.99
O -0.48 -0.10 -3.89
C -2.83 2.02 -2.08
C -3.27 3.28 -2.47
C -4.53 3.73 -2.10
C -5.36 2.91 -1.33
C -4.92 1.66 -0.94
C -3.65 1.21 -1.32
H 2.67 -3.40 3.71
H 1.11 -4.23 3.46
H 1.66 -1.24 3.54
H -1.49 -3.04 2.66
H -3.46 -3.07 4.14
H -3.34 -2.07 6.40
H -1.23 -1.04 7.18
H 0.75 -1.00 5.70
H 2.64 -4.27 -0.73
H 2.49 -3.99 -3.22
H 1.09 -2.13 -4.14
H -0.79 2.42 -2.46
H -1.04 1.72 -4.72
H -2.39 0.62 -4.32
H -2.63 3.92 -3.07
H -4.87 4.71 -2.41
H -6.34 3.26 -1.05
H -5.56 1.02 -0.35
H -3.32 0.22 -1.02
Te -2.52 -2.66 -0.18
Te -4.51 -1.93 1.28
Te -3.18 0.85 2.92
Te -0.72 1.39 2.16
C 1.99 3.59 -1.40
Ge 1.24 5.22 -0.66
C 2.56 6.52 -0.11
C -0.13 5.96 -1.82
C 0.29 4.60 0.99
Se -1.10 3.35 0.45
C -2.68 4.20 1.16
H 2.34 3.74 -2.42
H 1.25 2.79 -1.42
H 2.84 3.25 -0.80
H 3.11 6.87 -0.98
H 3.26 6.08 0.60
H 2.07 7.38 0.36
H 0.28 6.20 -2.80
H -0.55 6.87 -1.39
H -0.95 5.24 -1.98
H -0.20 5.40 1.54
H 0.97 4.08 1.66
H -2.75 5.16 0.65
H -2.57 4.33 2.24
H -3.52 3.56 0.91

Energy above the lowest of the compared OMol25 structures with the same formula, charge and spin, kcal per mole: 0.0
Net charge: +2
Highest occupied orbital energy (alpha / beta), Ha: -0.45570 / -0.48783
Expectation value of S²: 6.025
Gap between HOMO and LUMO (alpha / beta), eV: 6.03 / 6.29
Spin multiplicity: 5